[1]
{
  "formula": "C11H14OS",
  "method": "ωB97M-V/def2-TZVPD",
  "homo_energy_ev": [-6.326, -6.596],
  "homo_lumo_gap_ev": [6.547, 6.583],
  "e_tot_ev": -24511.514,
  "largest_force_ev_per_a": 5.34,
  "charge": 0,
  "lumo_ev": [0.22, -0.01],
  "relative_energy_kj_mol": 453.4,
  "elements": ["C", "C", "C", "C", "C", "C", "C", "C", "C", "C", "C", "O", "S", "H", "H", "H", "H", "H", "H", "H", "H", "H", "H", "H", "H", "H", "H"],
  "xyz": [[2.614, -3.239, 0.175], [3.289, -1.974, 0.202], [1.331, -3.390, 0.768], [2.715, -1.032, 0.908], [0.760, -2.437, 1.529], [1.403, -1.163, 1.585], [0.769, -0.133, 2.212], [-2.036, 1.776, 0.701], [-0.819, 2.450, -1.393], [-0.472, 0.327, -0.466], [-0.704, 1.653, -0.063], [0.467, 0.926, 2.658], [0.967, -0.126, -1.200], [3.071, -4.085, -0.314], [4.286, -1.914, -0.128], [0.970, -4.419, 0.786], [3.275, -0.147, 1.241], [-0.153, -2.612, 1.997], [-1.904, 1.017, 1.575], [-2.904, 1.389, 0.074], [-2.348, 2.688, 1.153], [0.079, 2.558, -1.849], [-1.070, 3.501, -1.193], [-1.605, 1.948, -1.888], [-1.242, -0.388, -0.488], [-0.007, 2.061, 0.674], [1.680, 0.834, -0.929]]
}

[2]
{
  "formula": "C11H14OS2",
  "method": "ωB97M-V/def2-TZVPD",
  "homo_energy_ev": -6.122,
  "homo_lumo_gap_ev": 4.044,
  "e_tot_ev": -35348.841,
  "largest_force_ev_per_a": 1.21,
  "charge": 0,
  "lumo_ev": -2.08,
  "relative_energy_kj_mol": 144.6,
  "elements": ["C", "C", "C", "O", "C", "S", "S", "H", "H", "H", "H", "H", "H", "H", "C", "C", "C", "C", "C", "C", "C", "H", "H", "H", "H", "H", "H", "H"],
  "xyz": [[3.086, 0.640, 3.399], [2.213, -0.173, 2.446], [2.191, -1.647, 2.825], [2.715, -0.021, 1.094], [1.824, -0.229, 0.092], [2.421, -0.178, -1.477], [0.189, -0.509, 0.321], [2.763, 0.564, 4.438], [4.113, 0.283, 3.342], [3.093, 1.694, 3.120], [1.188, 0.237, 2.456], [1.784, -1.813, 3.822], [1.602, -2.221, 2.111], [3.204, -2.047, 2.803], [-1.715, -1.055, -2.504], [-1.116, -0.004, -3.172], [-1.434, 1.339, -3.125], [-2.401, 1.968, -2.365], [-3.284, 1.408, -1.461], [-3.447, 0.079, -1.124], [-2.764, -1.023, -1.605], [-1.315, -2.033, -2.724], [-0.303, -0.268, -3.830], [-0.854, 1.981, -3.773], [-2.483, 3.037, -2.501], [-3.947, 2.103, -0.968], [-4.231, -0.129, -0.412], [-3.091, -1.982, -1.227]]
}

[3]
{
  "formula": "C11H15AuClI2N2OPS",
  "method": "ωB97M-V/def2-TZVPD",
  "homo_energy_ev": [-14.892, -14.889],
  "homo_lumo_gap_ev": [5.673, 5.396],
  "spin_multiplicity": 3,
  "e_tot_ev": -69200.727,
  "largest_force_ev_per_a": 4.95,
  "charge": 2,
  "s_squared": 2.03,
  "lumo_ev": [-9.22, -9.49],
  "relative_energy_kj_mol": 141.4,
  "elements": ["I", "I", "Au", "P", "C", "C", "H", "H", "H", "C", "H", "H", "H", "H", "H", "H", "C", "O", "Cl", "N", "C", "N", "C", "C", "C", "C", "C", "C", "S", "H", "H", "H", "H", "H", "H"],
  "xyz": [[-4.559, 0.810, 1.828], [-0.732, 3.137, -0.600], [-1.088, 0.643, 0.163], [-1.509, 0.023, -2.218], [-3.077, 0.894, -2.524], [-0.413, 0.562, -3.573], [-0.957, -2.324, -2.504], [-2.315, -1.829, -3.538], [-2.594, -2.086, -1.793], [-1.875, -1.727, -2.539], [0.514, -0.018, -3.575], [-0.913, 0.393, -4.533], [-3.391, 0.673, -3.549], [-2.909, 1.967, -2.394], [-0.186, 1.627, -3.469], [-3.813, 0.523, -1.804], [-1.456, 1.633, 1.854], [-1.684, 1.841, 2.953], [0.665, -0.742, -0.874], [2.135, 2.547, 1.306], [1.978, 1.470, 2.118], [1.092, 0.491, 2.015], [1.373, -0.544, 2.871], [0.855, -1.870, 2.781], [1.297, -2.798, 3.722], [2.238, -2.435, 4.710], [2.821, -1.141, 4.744], [2.413, -0.202, 3.800], [2.990, 1.460, 3.600], [2.725, 3.315, 1.609], [1.430, 2.768, 0.591], [0.182, -2.155, 1.955], [0.915, -3.830, 3.704], [2.508, -3.184, 5.459], [3.543, -0.806, 5.494]]
}

[4]
{
  "formula": "C11H15ClLaNO4Pb",
  "method": "ωB97M-V/def2-TZVPD",
  "homo_energy_ev": -7.429,
  "homo_lumo_gap_ev": 6.412,
  "e_tot_ev": -39953.988,
  "largest_force_ev_per_a": 5.49,
  "charge": 0,
  "lumo_ev": -1.02,
  "elements": ["La", "Cl", "C", "H", "H", "H", "Pb", "C", "C", "C", "H", "H", "H", "H", "H", "H", "H", "H", "O", "C", "O", "C", "C", "C", "C", "C", "C", "N", "O", "O", "H", "H", "H", "H"],
  "xyz": [[-0.008, -0.049, -1.312], [-0.605, 2.039, -2.945], [-2.300, -0.239, -1.003], [-2.096, -0.719, -0.024], [-2.717, -0.862, -1.711], [-2.601, 0.753, -0.926], [0.282, 0.239, -4.604], [2.300, 0.816, -5.014], [-1.075, 0.068, -6.231], [0.137, -1.418, -3.245], [-1.370, -0.956, -6.143], [-1.824, 0.792, -6.077], [-0.375, 0.267, -7.025], [2.852, -0.023, -4.638], [2.234, 0.854, -6.092], [2.478, 1.743, -4.535], [-0.727, -2.046, -3.285], [1.180, -1.677, -3.060], [-0.637, 1.526, 1.018], [0.054, 0.633, 1.402], [0.685, -0.244, 0.614], [0.253, 0.336, 2.867], [0.984, -0.767, 3.351], [1.043, -1.058, 4.698], [0.352, -0.244, 5.628], [-0.390, 0.869, 5.157], [-0.430, 1.136, 3.804], [0.378, -0.558, 7.062], [1.038, -1.557, 7.416], [-0.263, 0.193, 7.826], [1.510, -1.415, 2.647], [1.607, -1.914, 5.053], [-0.927, 1.493, 5.862], [-1.022, 1.990, 3.465]]
}

[5]
{
  "formula": "C11H15ClLuNO3SYb",
  "method": "ωB97M-V/def2-TZVPD",
  "homo_energy_ev": [-3.452, -3.195],
  "homo_lumo_gap_ev": [5.018, 4.761],
  "spin_multiplicity": 2,
  "e_tot_ev": -107790.768,
  "largest_force_ev_per_a": 3.12,
  "charge": -1,
  "s_squared": 0.76,
  "lumo_ev": [1.57, 1.57],
  "elements": ["Lu", "Cl", "C", "C", "H", "H", "H", "H", "H", "H", "Yb", "C", "C", "H", "H", "H", "H", "H", "O", "S", "O", "N", "C", "O", "C", "C", "C", "C", "C", "C", "H", "H", "H", "H"],
  "xyz": [[0.260, 0.485, -4.248], [1.225, -1.333, -2.886], [2.147, 1.562, -4.885], [-0.933, -0.643, -5.806], [2.144, 1.931, -5.916], [2.386, 2.398, -4.212], [2.957, 0.822, -4.788], [-0.877, -0.208, -6.807], [-1.984, -0.780, -5.535], [-0.461, -1.635, -5.829], [0.297, -0.075, -0.727], [-2.033, -0.457, -0.307], [-0.821, 1.560, -2.664], [-2.780, 0.208, -0.769], [-2.298, -1.507, -0.494], [-2.028, -0.274, 0.778], [-1.809, 1.357, -2.212], [-0.609, 2.608, -2.387], [0.408, 2.433, 2.282], [1.344, 1.368, 2.559], [2.715, 1.683, 2.867], [1.219, 0.238, 1.351], [0.732, -0.984, 1.703], [0.513, -1.840, 0.786], [0.410, -1.035, 3.143], [-0.328, -1.996, 3.853], [-0.732, -1.709, 5.163], [-0.362, -0.499, 5.782], [0.407, 0.440, 5.070], [0.696, 0.182, 3.731], [-0.562, -2.937, 3.353], [-1.341, -2.431, 5.714], [-0.685, -0.289, 6.808], [0.782, 1.355, 5.527]]
}

[6]
{
  "formula": "C11H15CuNP",
  "method": "ωB97M-V/def2-TZVPD",
  "homo_energy_ev": [-2.242, -2.900],
  "homo_lumo_gap_ev": [5.371, 5.744],
  "spin_multiplicity": 2,
  "e_tot_ev": -67066.349,
  "largest_force_ev_per_a": 1.82,
  "charge": -1,
  "s_squared": 0.75,
  "lumo_ev": [3.13, 2.84],
  "relative_energy_kj_mol": 0.0,
  "elements": ["C", "C", "C", "C", "C", "Cu", "P", "H", "H", "H", "H", "H", "H", "H", "H", "N", "C", "C", "C", "C", "C", "C", "H", "H", "H", "H", "H", "H", "H"],
  "xyz": [[0.273, -0.429, -2.327], [-0.941, -1.143, -2.264], [-0.785, -2.220, -1.332], [0.555, -2.194, -0.830], [1.208, -1.044, -1.409], [1.468, 2.077, 0.722], [-0.351, 3.060, 0.959], [0.489, 0.404, -2.989], [-1.850, -0.948, -2.827], [-1.549, -2.943, -1.052], [2.219, -0.706, -1.204], [1.031, -2.868, -0.126], [-1.441, 2.339, 1.490], [-0.907, 3.641, -0.238], [-0.324, 4.172, 1.862], [0.115, -0.372, 1.811], [0.071, -0.278, 3.183], [1.258, -0.293, 3.939], [1.214, -0.107, 5.320], [-0.008, 0.094, 5.970], [-1.194, 0.157, 5.211], [-1.166, -0.038, 3.834], [0.958, -0.721, 1.366], [-0.731, -0.595, 1.287], [2.210, -0.418, 3.423], [2.137, -0.117, 5.895], [-0.047, 0.226, 7.058], [-2.146, 0.357, 5.720], [-2.081, 0.031, 3.248]]
}

[7]
{
  "formula": "C11H15FeN2PSe3Te",
  "method": "ωB97M-V/def2-TZVPD",
  "homo_energy_ev": [-10.588, -10.882],
  "homo_lumo_gap_ev": [7.327, 5.651],
  "spin_multiplicity": 6,
  "e_tot_ev": -261635.415,
  "largest_force_ev_per_a": 0.32,
  "charge": 1,
  "s_squared": 8.78,
  "lumo_ev": [-3.26, -5.23],
  "elements": ["Fe", "Se", "Se", "Te", "Se", "C", "P", "C", "C", "C", "C", "C", "C", "C", "H", "H", "H", "H", "H", "H", "H", "H", "H", "H", "H", "N", "C", "C", "N", "C", "H", "H", "H", "H"],
  "xyz": [[0.085, 0.375, 0.683], [-1.504, -1.416, 0.336], [-2.693, -1.565, 2.314], [-2.690, 0.674, 3.315], [-0.615, 1.722, 2.615], [2.880, -0.862, 2.727], [2.403, -0.331, 1.061], [3.049, -1.614, -0.043], [3.346, 1.179, 0.722], [4.104, 1.335, -0.434], [4.707, 2.554, -0.717], [4.558, 3.622, 0.153], [3.807, 3.473, 1.313], [3.200, 2.261, 1.593], [2.584, -0.109, 3.457], [3.957, -1.025, 2.792], [2.355, -1.787, 2.968], [4.125, -1.748, 0.084], [2.840, -1.377, -1.086], [2.543, -2.551, 0.194], [4.238, 0.510, -1.121], [5.304, 2.660, -1.612], [5.038, 4.568, -0.062], [3.702, 4.300, 2.002], [2.615, 2.160, 2.502], [0.985, 3.120, -2.348], [0.739, 2.013, -3.123], [0.345, 1.040, -2.264], [0.351, 1.542, -0.978], [0.750, 2.796, -1.070], [1.286, 4.023, -2.673], [0.851, 2.030, -4.192], [0.038, 0.034, -2.490], [0.875, 3.481, -0.249]]
}

[8]
{
  "formula": "C11H15N",
  "method": "ωB97M-V/def2-TZVPD",
  "homo_energy_ev": [1.070, -3.480],
  "homo_lumo_gap_ev": [2.728, 7.113],
  "spin_multiplicity": 2,
  "e_tot_ev": -13136.844,
  "largest_force_ev_per_a": 5.52,
  "charge": -1,
  "s_squared": 0.76,
  "lumo_ev": [3.80, 3.63],
  "relative_energy_kj_mol": 262.5,
  "elements": ["C", "C", "C", "C", "C", "C", "C", "C", "C", "N", "H", "H", "H", "H", "H", "H", "H", "H", "H", "C", "C", "H", "H", "H", "H", "H", "H"],
  "xyz": [[1.631, 2.174, -2.974], [-1.289, 0.766, -1.260], [0.068, 1.269, -1.258], [0.402, 1.465, -2.707], [-0.705, 1.157, -3.389], [-1.227, 0.362, 1.138], [-1.831, 0.270, -0.077], [0.041, 0.974, 1.054], [0.809, 1.219, -0.121], [-1.774, 0.677, -2.558], [-1.702, -0.135, 1.937], [-2.762, -0.356, -0.144], [0.662, 0.934, 2.006], [1.952, 1.410, -0.088], [-2.689, 0.236, -2.837], [-0.963, 0.896, -4.485], [1.596, 3.256, -2.553], [1.834, 2.083, -4.017], [2.453, 1.546, -2.422], [0.663, -1.994, 2.638], [0.090, -3.034, 3.594], [0.468, -0.990, 2.917], [1.861, -2.200, 2.531], [0.175, -2.024, 1.710], [-0.185, -2.514, 4.461], [1.031, -3.659, 3.728], [-0.607, -3.787, 3.178]]
}